Here is C7H18Br2Nb as an isolated structure at a distorted geometry from the Open Molecules 2025 dataset. Energies are from ωB97M-V/def2-TZVPD.

Element x y z (Å)
Nb (1.595, 0.020, 0.157)
Br (2.033, -2.664, -1.658)
Br (1.112, -1.362, -4.729)
C (-0.508, 0.355, -3.154)
C (0.837, -1.140, -1.733)
C (0.248, -0.765, 1.780)
C (-0.987, -0.072, 2.338)
C (-2.145, -0.095, 1.336)
C (-0.738, 1.356, 2.820)
C (0.835, -0.353, -3.017)
H (3.087, -0.915, 0.738)
H (-1.778, 0.013, 0.311)
H (-0.053, -1.731, 1.333)
H (-0.168, -1.542, -1.587)
H (-2.834, 0.734, 1.517)
H (0.916, -1.007, 2.617)
H (-0.918, 0.547, -2.162)
H (-1.495, 1.648, 3.551)
H (-1.317, -0.643, 3.220)
H (0.246, 1.487, 3.267)
H (-2.724, -1.019, 1.378)
H (0.584, 1.418, -0.545)
H (-0.777, 2.042, 1.971)
H (2.955, 0.963, -0.662)
H (1.663, 0.343, -3.076)
H (1.966, 1.333, 1.352)
H (-1.209, -0.265, -3.709)
H (-0.423, 1.315, -3.657)

Calculated values
net charge	-1
HOMO	-4.9	eV
orbital gap	7.80	eV
LUMO	2.93	eV

***

Here is C12H30HgN4O6 as an isolated structure at a distorted geometry from the Open Molecules 2025 dataset. Energies are from ωB97M-V/def2-TZVPD.

Element x y z (Å)
Hg (1.791, 1.234, 1.566)
O (-4.097, 1.852, 2.215)
O (-0.466, -4.022, 1.240)
O (6.864, 2.129, 0.233)
O (2.436, 5.180, 0.874)
O (2.016, 0.560, 5.617)
O (0.253, -0.132, -3.741)
N (8.424, 3.610, -0.616)
N (-2.156, -5.524, 1.532)
N (-0.699, -1.216, -5.496)
N (-6.046, 2.142, 3.193)
C (-6.365, 0.798, 3.575)
C (-2.594, -5.507, 0.130)
C (-3.038, -6.270, 2.366)
C (-1.120, -4.779, 1.940)
C (0.415, -2.184, -5.588)
C (-0.661, -0.216, -4.556)
C (7.622, 2.543, -0.658)
C (-4.921, 2.606, 2.644)
C (-2.074, -1.486, -6.058)
C (9.336, 3.857, -1.718)
C (-7.130, 3.082, 3.587)
C (8.321, 4.601, 0.455)
H (7.599, 4.405, 1.248)
H (-7.097, 3.962, 2.945)
H (0.479, -2.619, -6.585)
H (2.428, -0.017, 6.289)
H (-1.510, 0.481, -4.637)
H (-6.688, 0.691, 4.610)
H (-0.983, -4.884, 3.027)
H (-4.931, 3.699, 2.516)
H (-2.108, -2.077, -6.973)
H (-2.454, -0.543, -6.450)
H (-1.963, -5.019, -0.613)
H (9.468, 2.984, -2.357)
H (2.650, 5.914, 1.482)
H (1.355, -1.698, -5.328)
H (-2.852, -5.950, 3.391)
H (-8.095, 2.625, 3.371)
H (-2.696, -1.989, -5.318)
H (-7.054, 3.319, 4.648)
H (-5.524, 0.114, 3.456)
H (-2.717, -6.521, -0.250)
H (-4.091, -5.992, 2.321)
H (-7.200, 0.339, 3.045)
H (9.038, 4.778, -2.220)
H (0.347, -3.042, -4.919)
H (7.980, 5.562, 0.071)
H (-3.054, -7.360, 2.365)
H (7.584, 1.981, -1.604)
H (10.255, 4.240, -1.274)
H (-3.547, -4.988, 0.037)
H (9.271, 4.745, 0.970)

Calculated values
net charge	0
HOMO	-8.0	eV
ΔE to the lowest compared entry with this formula, charge and spin	167.2	kcal/mol
orbital gap	2.60	eV
LUMO	-5.45	eV

***

Here is a 8-piece molecular cluster, C42H90F9N5O6 overall at a distorted geometry from the Open Molecules 2025 dataset. Energies are from ωB97M-V/def2-TZVPD.

Element x y z (Å)
F (1.574, 0.862, 6.287)
F (-3.438, -0.429, -3.106)
F (-4.655, -1.833, -4.212)
F (-0.888, -6.735, -0.035)
F (2.257, 1.740, 4.458)
F (1.214, -0.149, 4.375)
F (-5.149, 0.275, -4.176)
F (-0.107, -6.538, 1.957)
F (-0.052, -4.849, 0.604)
O (-0.991, 1.183, 4.207)
O (-2.575, -4.415, 0.835)
O (-0.108, 2.962, 5.183)
O (-5.098, -1.590, -1.271)
O (-2.655, -5.919, 2.474)
O (-6.797, -0.769, -2.455)
N (6.262, 1.903, -0.100)
N (0.736, -0.576, 0.408)
N (-2.248, -3.343, 5.770)
N (1.503, 5.318, -1.575)
N (0.296, -0.527, -6.065)
C (-2.558, -4.750, 5.687)
C (5.550, 0.703, 0.325)
C (-2.130, 1.917, 3.724)
C (-0.044, -1.792, 0.121)
C (-0.314, 3.792, -0.794)
C (-0.022, 1.831, 4.814)
C (-1.463, 1.096, -6.750)
C (-0.042, 0.380, 1.216)
C (-0.758, -5.909, 0.993)
C (2.179, 7.070, 0.037)
C (-1.991, -2.753, 4.439)
C (-1.392, -1.513, -0.575)
C (-4.962, -4.454, 0.561)
C (1.588, 4.913, -2.989)
C (1.268, 1.013, 5.009)
C (4.499, 3.576, 0.188)
C (-1.113, -0.216, -6.028)
C (2.780, 4.007, -3.265)
C (1.316, 0.031, -0.779)
C (2.504, 0.477, -6.013)
C (-0.668, -3.128, 3.808)
C (-4.672, -0.741, -3.470)
C (7.348, 1.460, -1.002)
C (-2.113, -5.429, 1.540)
C (-0.838, -1.541, 6.825)
C (-7.861, -0.157, -0.360)
C (0.589, -1.940, -5.740)
C (-3.134, 0.844, 3.348)
C (1.160, 0.384, -5.298)
C (2.003, 6.686, -1.427)
C (6.173, -0.109, 1.459)
C (-3.129, -5.342, 6.980)
C (8.239, 2.636, -1.407)
C (0.101, 5.210, -1.164)
C (-3.782, -3.701, 1.130)
C (-5.520, -1.009, -2.223)
C (0.095, -2.853, -6.835)
C (0.851, 1.208, 2.155)
C (-1.228, -3.019, 6.755)
C (-7.801, -1.148, -1.525)
C (2.370, -0.901, -1.401)
C (5.262, 2.725, -0.817)
H (-8.708, -1.161, -2.130)
H (-1.858, -2.426, -0.947)
H (-1.519, -0.268, -5.007)
H (8.996, 2.276, -2.110)
H (4.634, 2.005, -1.364)
H (1.543, 0.537, 2.665)
H (-5.075, -5.456, 0.970)
H (-1.740, 2.451, 2.850)
H (2.125, -1.292, -2.400)
H (-6.930, -0.236, 0.203)
H (2.679, -1.749, -0.799)
H (-3.971, 1.255, 2.775)
H (-0.381, -3.715, 6.635)
H (3.051, 1.331, -5.594)
H (0.683, 0.412, -1.595)
H (7.166, -0.490, 1.212)
H (3.057, -0.448, -5.882)
H (-0.513, -1.176, 5.850)
H (1.658, -2.083, -5.593)
H (-0.620, -4.210, 3.648)
H (3.635, 4.001, -0.339)
H (-8.648, -0.480, 0.322)
H (-7.719, -2.170, -1.148)
H (1.474, 1.846, 1.526)
H (-2.639, -5.047, 7.907)
H (-0.080, 5.821, -0.278)
H (-0.967, 1.950, -6.284)
H (0.406, -2.505, -7.818)
H (-0.123, 3.015, -1.539)
H (7.996, 0.820, -0.402)
H (-1.193, -0.912, -1.463)
H (2.915, 3.344, -2.409)
H (-1.739, -0.986, 7.084)
H (0.271, 3.446, 0.062)
H (0.217, -2.892, 4.400)
H (1.244, 7.185, 0.579)
H (1.869, 0.912, -0.442)
H (2.731, 8.011, 0.083)
H (-1.637, -3.241, 7.743)
H (-1.694, -5.392, 5.438)
H (1.266, 0.061, -4.253)
H (3.992, 2.929, 0.904)
H (8.761, 3.030, -0.538)
H (5.119, 4.370, 0.590)
H (6.150, 0.453, 2.393)
H (0.700, 1.373, -5.261)
H (-2.518, 2.691, 4.383)
H (0.654, 4.411, -3.253)
H (3.216, -0.311, -1.775)
H (7.685, 3.405, -1.940)
H (-2.521, 1.288, -6.923)
H (2.807, 6.307, 0.498)
H (0.112, -2.171, -4.775)
H (0.230, 1.721, 2.887)
H (-0.661, -0.260, 1.851)
H (-0.555, -2.614, 2.849)
H (3.747, 4.508, -3.374)
H (5.692, 3.360, -1.592)
H (4.605, 0.954, 0.817)
H (0.014, -1.458, 7.496)
H (-0.570, 5.654, -1.916)
H (1.562, 5.754, -3.697)
H (0.590, -2.352, -0.566)
H (-4.775, -4.595, -0.509)
H (-0.676, 1.011, 0.584)
H (-4.175, -5.058, 7.127)
H (-3.235, -4.921, 4.849)
H (0.495, -3.851, -6.637)
H (-5.898, -3.897, 0.547)
H (-2.744, 0.121, 2.631)
H (-8.007, 0.865, -0.698)
H (1.376, 7.396, -1.990)
H (-1.377, 3.801, -0.552)
H (2.698, 3.393, -4.165)
H (6.957, 0.937, -1.884)
H (-3.518, 0.367, 4.247)
H (2.404, 0.777, -7.054)
H (5.554, -0.988, 1.656)
H (-3.607, -2.740, 0.653)
H (-1.710, -0.909, -6.627)
H (-0.177, -2.355, 1.043)
H (-3.912, -3.444, 2.184)
H (-1.040, 1.083, -7.760)
H (2.990, 6.710, -1.897)
H (-0.989, -2.959, -6.804)
H (-1.995, -1.667, 4.535)
H (-3.115, -6.433, 6.989)
H (-2.062, -1.036, 0.138)
H (5.284, 0.001, -0.477)
H (-2.830, -3.112, 3.841)

Calculated values
net charge	0
HOMO	-8.1	eV
ΔE to the lowest compared entry with this formula, charge and spin	4.0	kcal/mol
SMILES	CCOC(=O)C(F)(F)F.CCOC(=O)C(F)(F)F.CCOC(=O)C(F)(F)F.CCN(CC)CC.CCN(CC)CC.CCN(CC)CC.CCN(CC)CC.CCN(CC)CC
orbital gap	8.39	eV
LUMO	0.26	eV

***

Here is an isolated ion of composition C18H18BFN5O4 and charge -1 at a distorted geometry from the Open Molecules 2025 dataset. Energies are from ωB97M-V/def2-TZVPD.

Element x y z (Å)
F (-6.608, 2.733, 0.897)
O (-2.599, -1.386, -0.597)
O (-1.630, -0.903, 1.641)
O (1.750, -1.554, 0.874)
O (-0.705, 0.286, -0.274)
N (3.448, 2.251, -0.017)
N (6.120, 0.973, -2.866)
N (2.146, 0.248, -0.759)
N (3.665, -0.482, -2.250)
N (5.595, 2.412, -1.117)
C (-4.244, 0.070, 0.366)
C (3.194, 1.167, -0.784)
C (-4.269, 2.695, 1.019)
C (-0.333, -2.737, -0.569)
C (1.631, -0.154, 0.578)
C (5.237, 1.465, -1.936)
C (-3.067, 0.795, 0.371)
C (-3.028, 2.125, 0.652)
C (4.632, 2.754, -0.237)
C (0.169, 0.406, 0.818)
C (-3.974, -1.283, -0.112)
C (0.547, -1.888, 1.691)
C (-0.279, -2.917, 0.979)
C (-5.472, 1.982, 0.857)
C (-5.477, 0.651, 0.490)
C (-0.317, -0.599, 1.876)
C (2.528, -0.712, -1.681)
C (4.019, 0.807, -1.835)
B (-1.957, -0.352, 0.284)
H (-2.125, 2.723, 0.608)
H (-4.325, 3.686, 1.418)
H (5.725, 0.428, -3.614)
H (0.206, 1.497, 1.077)
H (5.002, 3.712, 0.313)
H (6.986, 1.433, -3.046)
H (0.556, -3.088, -1.028)
H (-1.140, -3.280, -1.054)
H (-1.321, -2.992, 1.352)
H (0.913, -2.235, 2.656)
H (-4.110, -2.021, 0.733)
H (2.339, 0.406, 1.233)
H (0.160, -3.915, 1.223)
H (-0.200, -0.278, 2.926)
H (-6.340, 0.029, 0.270)
H (-4.633, -1.615, -0.906)
H (-0.553, -1.643, -0.858)
H (2.136, -1.700, -1.660)

Calculated values
net charge	-1
HOMO	-5.2	eV
ΔE to the lowest compared entry with this formula, charge and spin	18.9	kcal/mol
orbital gap	8.22	eV
LUMO	3.00	eV